148
Properties=species:S:1:pos:R:3:lowdin_charge:R:1 method="wB97M-V/def2-TZVPD" total_energy_ev=-306091.197 lumo_energy_ev=0.819 e_homo_ha=-0.1225 largest_force_ha_per_bohr=0.0298 charge=-1 homo_lumo_gap_ev=4.154
C -3.768 -2.506 -1.121 -0.8715
N 0.414 3.766 5.054 0.0455
C 7.927 -3.437 0.127 -0.3491
C 0.633 -1.418 4.542 -0.0975
As 3.030 0.362 0.908 1.1162
H 5.222 -3.405 -0.457 0.0750
H 7.392 -4.355 -0.118 0.0210
H -3.535 0.954 0.885 0.1156
H 2.499 3.375 -1.258 0.0766
H 2.871 2.707 5.608 0.0947
H 8.805 -3.694 0.721 0.0108
H -7.521 -1.740 -2.545 0.0635
O 0.585 3.074 -2.002 -0.1681
C 0.660 1.733 -2.185 -0.8462
H 1.907 1.222 5.685 0.0686
C -2.274 -2.954 1.913 -0.3049
N -2.557 -2.255 0.857 0.0184
H 1.620 -2.225 -7.168 0.0161
H -5.355 3.457 -3.191 -0.0146
C -5.591 -2.689 -2.821 -0.2991
N -3.642 -2.581 0.185 -0.0688
C -3.068 2.835 0.259 -0.6503
N -3.870 1.902 0.803 0.1768
C -0.031 -2.587 4.891 -0.0787
H -7.098 -2.059 -4.235 0.0670
H 0.178 -3.078 5.835 0.1044
H -1.906 -1.941 -5.037 -0.0227
C 4.786 -1.358 -0.957 -0.6914
H -4.761 -2.665 -3.523 0.0568
H 2.921 -4.687 -1.706 0.0232
H -3.079 4.771 -0.621 0.0542
H 1.464 -4.925 -0.724 0.0199
C 1.466 3.645 -1.035 -0.0737
O -1.945 2.574 -0.156 -0.0168
H -1.735 -3.135 -6.323 0.0272
C -0.753 -1.259 -8.828 -0.2099
H -3.484 -0.131 -2.911 -0.0077
H 4.892 -0.493 2.481 -0.0094
S -1.159 2.440 7.426 0.6626
H -5.725 -2.313 -0.767 0.1172
H -4.783 4.105 -4.723 0.0208
H 3.949 2.708 0.454 0.0128
H -1.490 -4.023 4.278 0.0964
H -1.390 3.241 -3.292 -0.0008
H 2.801 1.609 4.215 0.0536
H -2.305 -5.049 2.411 0.0748
H 1.386 -0.982 5.188 0.0852
H -3.983 1.847 -6.492 0.0279
H 1.681 4.672 6.457 0.1374
C -2.431 0.381 6.266 -0.0962
H -2.728 0.075 7.268 0.0795
H 6.231 -2.166 -2.372 0.0835
Si -0.593 -1.000 -6.946 0.3741
H -2.916 -1.836 -6.482 0.0172
O 1.508 1.066 -1.587 -0.3444
H 1.014 -2.260 -5.507 0.0022
S -2.534 -2.776 -2.257 0.6033
O -2.274 5.428 3.469 0.0880
C 2.405 -4.379 -0.796 -0.3216
Rb -0.289 -0.136 -0.223 0.5348
H -3.661 -4.479 1.427 0.0598
N -5.068 -2.283 -1.533 -0.0427
H -0.682 -2.318 -9.095 0.0131
C -6.701 -1.746 -3.269 -0.0948
C 3.717 2.161 1.368 -0.3134
C 0.670 4.259 6.400 -0.1349
As 1.964 -2.450 -0.849 1.0715
H -3.882 4.429 -3.248 0.0101
H -3.615 -4.112 3.158 0.0772
C 4.557 0.016 -0.310 -0.3600
H 1.218 3.286 -0.032 0.0743
H 3.476 0.023 3.415 -0.0157
C 1.074 2.760 4.440 -0.3572
H -0.302 0.358 6.731 0.0957
H -4.667 0.946 -2.174 0.0303
H 5.752 -0.494 -2.707 0.0891
O -1.385 1.929 8.756 -0.3177
H -2.939 1.132 -1.811 -0.0024
C -4.118 1.240 -5.594 -0.1792
N -1.392 5.298 4.292 -0.3408
H 3.016 -4.636 0.070 0.0007
Te -0.289 0.929 -4.088 1.3480
C -1.629 2.609 -4.149 -0.5334
C -4.458 3.666 -3.777 -0.1979
C -0.409 3.380 3.027 0.0076
Si -3.435 2.083 -4.045 0.4365
H -5.189 1.054 -5.476 0.0261
H 4.420 0.742 -1.117 0.0778
C 0.502 3.170 7.446 -0.1942
N 0.598 2.503 3.238 0.1393
H 8.269 -2.972 -0.796 0.0060
H 1.496 -3.173 -3.245 0.0312
H -3.164 1.098 5.898 0.0819
C -1.052 1.026 6.307 -0.2870
H 0.045 1.391 -6.939 -0.0185
H 1.335 4.724 -1.090 0.0880
H -1.717 -0.890 -9.184 0.0139
C -1.913 -2.075 -6.121 -0.1986
H 0.029 -0.723 -9.371 0.0133
H 5.462 0.301 0.239 0.0540
C 5.981 -1.206 -1.913 -0.0800
C 5.118 -2.451 0.069 -0.3848
C 1.116 -1.636 -6.398 -0.1912
I -5.678 4.496 -0.079 0.8265
N -0.582 -1.331 2.480 0.0538
C 2.229 2.038 5.034 0.0167
O -2.085 3.397 6.884 -0.2930
H 0.616 3.583 8.447 0.1120
H -0.013 -3.096 -2.311 -0.0650
H -5.970 -3.720 -2.791 0.1097
H -1.697 1.226 -6.654 -0.0460
C -3.660 0.900 -2.598 -0.1873
C -3.007 -4.227 2.256 -0.0499
H 4.285 -2.553 0.768 0.0330
H 1.192 2.336 7.326 0.0818
C 0.936 -2.601 -2.502 -0.3583
H 3.868 -2.561 -2.501 0.0806
H -0.032 5.059 6.588 0.1049
H 5.501 -3.084 3.174 0.0026
H -3.623 0.281 -5.756 0.0059
C 3.571 -1.783 -1.790 -0.3488
H -2.427 -0.487 5.609 0.0758
H 4.623 2.089 1.972 0.0241
H -3.339 4.757 1.129 0.0272
H 3.449 -1.534 2.605 0.0109
H 1.761 -0.795 -6.136 0.0136
C -0.540 4.193 4.138 -0.1377
H 6.861 -0.845 -1.370 0.0609
H -1.405 3.159 -5.063 0.0097
H -6.317 -0.729 -3.357 0.0553
C 3.802 -0.506 2.519 -0.3290
H -0.742 1.383 5.325 0.0816
C -1.242 -2.456 2.809 -0.2323
H 0.802 0.075 3.000 0.0535
C 0.318 -0.842 3.320 -0.1764
H 2.955 2.717 1.916 -0.0098
C -0.719 0.785 -6.445 -0.5159
O -1.219 6.095 5.196 0.0774
As 6.767 -2.203 1.137 1.1065
H -4.774 2.134 1.174 0.0475
C -3.573 4.261 0.198 -0.5245
H 3.218 -0.922 -2.366 0.0780
C 6.265 -3.509 2.523 -0.3432
H 5.870 -4.418 2.067 0.0230
C -0.967 -3.113 4.024 -0.0248
H 0.725 -1.610 -2.906 -0.0346
H -0.960 3.412 2.100 0.1112
H 7.129 -3.767 3.136 0.0122